Record 1
{
  "formula": "C25H10F10N2O2PdSe",
  "method": "ωB97M-V/def2-TZVPD",
  "species": ["Pd", "O", "C", "O", "C", "C", "C", "C", "C", "C", "N", "C", "C", "C", "C", "C", "C", "N", "H", "H", "H", "H", "H", "H", "H", "H", "H", "H", "F", "C", "C", "C", "F", "C", "F", "C", "F", "C", "F", "F", "C", "C", "F", "C", "F", "C", "Se", "C", "F", "C", "F"],
  "positions_angstrom": [[0.462, -0.483, 0.225], [-5.360, 4.558, -1.591], [-5.057, 3.426, -0.932], [-5.907, 2.847, -0.313], [-3.640, 2.943, -0.999], [-2.623, 3.629, -1.658], [-1.333, 3.142, -1.675], [-1.016, 1.943, -1.032], [-2.031, 1.270, -0.335], [-3.319, 1.755, -0.332], [0.251, 1.376, -1.032], [1.096, 1.562, -1.992], [2.389, 0.909, -2.024], [3.382, 1.313, -2.928], [4.621, 0.704, -2.882], [4.828, -0.331, -1.979], [3.769, -0.723, -1.175], [2.598, -0.111, -1.180], [-4.615, 4.951, -2.062], [-2.814, 4.561, -2.175], [-0.564, 3.712, -2.173], [-1.777, 0.336, 0.190], [-4.104, 1.228, 0.187], [0.858, 2.195, -2.847], [3.178, 2.108, -3.628], [5.412, 1.020, -3.545], [5.779, -0.830, -1.902], [3.859, -1.563, -0.492], [-1.064, -3.293, 1.514], [-0.982, -3.316, 0.168], [-0.477, -2.192, -0.467], [-0.384, -2.249, -1.849], [0.119, -1.145, -2.471], [-0.767, -3.352, -2.599], [-0.665, -3.364, -3.934], [-1.263, -4.468, -1.928], [-1.623, -5.555, -2.621], [-1.383, -4.448, -0.541], [-1.876, -5.527, 0.080], [0.044, -0.561, 7.348], [0.489, -0.662, 6.096], [-0.360, -0.424, 5.017], [-1.642, -0.133, 5.233], [0.139, -0.469, 3.723], [-0.675, -0.196, 2.670], [1.478, -0.761, 3.465], [2.222, -0.774, 1.744], [2.299, -1.028, 4.562], [3.582, -1.314, 4.329], [1.826, -0.985, 5.860], [2.643, -1.230, 6.884]],
  "homo_ev": [-8.20, -8.04],
  "energy_ha": -4746.53752,
  "e_lumo_ev": [-1.9, -2.0],
  "relative_energy_kj_mol": 285.0
}

=====

Record 2
{
  "formula": "C25H12BrCeCl5F6N3O2",
  "method": "ωB97M-V/def2-TZVPD",
  "species": ["Ce", "Br", "C", "C", "C", "C", "C", "C", "N", "N", "C", "C", "C", "C", "O", "C", "N", "C", "C", "C", "C", "H", "H", "H", "H", "H", "H", "H", "H", "H", "Cl", "C", "C", "C", "Cl", "C", "Cl", "C", "Cl", "C", "Cl", "C", "C", "O", "C", "F", "F", "F", "C", "F", "F", "F", "H", "H", "H"],
  "positions_angstrom": [[1.648, 0.939, -0.680], [-6.744, -0.459, -0.060], [-5.518, -1.615, 0.770], [-5.527, -2.965, 0.451], [-4.637, -3.813, 1.087], [-3.708, -3.303, 1.983], [-3.725, -1.951, 2.322], [-4.638, -1.105, 1.717], [-2.841, -4.280, 2.587], [-1.683, -4.007, 2.925], [-0.941, -2.885, 2.507], [-0.299, -2.126, 3.465], [0.428, -0.990, 3.112], [0.581, -0.629, 1.787], [1.200, 0.483, 1.414], [0.063, -1.501, 0.782], [0.361, -1.207, -0.525], [-0.110, -1.984, -1.486], [-0.870, -3.127, -1.226], [-1.151, -3.452, 0.075], [-0.702, -2.625, 1.124], [-6.238, -3.350, -0.268], [-4.641, -4.878, 0.886], [-3.061, -1.560, 3.078], [-4.676, -0.058, 1.983], [-0.417, -2.405, 4.504], [0.867, -0.355, 3.870], [0.137, -1.708, -2.505], [-1.209, -3.743, -2.047], [-1.707, -4.354, 0.300], [1.090, 0.828, -4.467], [0.244, 2.141, -3.671], [0.291, 2.165, -2.301], [-0.354, 3.192, -1.666], [-0.218, 3.193, 0.105], [-1.058, 4.190, -2.319], [-1.844, 5.436, -1.445], [-1.099, 4.132, -3.716], [-1.957, 5.326, -4.586], [-0.439, 3.102, -4.405], [-0.478, 3.031, -6.114], [4.051, 1.845, 1.345], [4.463, 1.709, -0.127], [3.716, 0.733, -0.820], [5.963, 1.328, -0.200], [6.357, 1.151, -1.456], [6.150, 0.184, 0.462], [6.718, 2.270, 0.361], [4.209, 3.053, -0.845], [4.800, 4.092, -0.302], [4.466, 3.010, -2.139], [2.822, 3.286, -0.745], [4.058, 0.856, 1.795], [3.055, 2.271, 1.457], [4.754, 2.488, 1.868]],
  "charge": 1,
  "homo_ev": -10.69,
  "energy_ha": -7223.73710,
  "e_lumo_ev": -5.5,
  "relative_energy_kj_mol": 0.0
}

=====

Record 3
{
  "formula": "C25H14BrCl2N4O4Pd",
  "method": "ωB97M-V/def2-TZVPD",
  "species": ["Pd", "Cl", "C", "C", "C", "N", "C", "O", "C", "C", "C", "C", "C", "N", "C", "C", "C", "Cl", "N", "C", "O", "C", "C", "C", "C", "C", "N", "H", "H", "H", "H", "H", "H", "H", "H", "H", "H", "Br", "C", "C", "C", "C", "C", "C", "C", "O", "O", "H", "H", "H", "H"],
  "positions_angstrom": [[-0.233, -0.136, 0.848], [-3.600, -5.857, -0.940], [-3.192, -4.215, -0.769], [-1.891, -3.887, -0.424], [-1.550, -2.550, -0.286], [-0.308, -2.051, 0.014], [0.871, -2.722, -0.231], [0.966, -3.895, -0.504], [2.077, -1.827, -0.144], [3.338, -2.351, -0.355], [4.424, -1.490, -0.314], [4.205, -0.147, -0.062], [2.908, 0.293, 0.147], [1.865, -0.529, 0.102], [-2.554, -1.522, -0.486], [-3.873, -1.889, -0.852], [-4.183, -3.210, -0.985], [-5.778, -3.665, -1.409], [-2.089, -0.286, -0.306], [-2.765, 0.889, -0.554], [-3.891, 0.999, -0.977], [-1.898, 2.098, -0.297], [-2.387, 3.361, -0.567], [-1.575, 4.458, -0.318], [-0.310, 4.250, 0.205], [0.105, 2.953, 0.457], [-0.666, 1.901, 0.192], [-1.161, -4.665, -0.277], [3.439, -3.409, -0.551], [5.426, -1.861, -0.476], [5.021, 0.560, -0.022], [2.703, 1.333, 0.362], [-4.618, -1.127, -1.012], [-3.390, 3.454, -0.959], [-1.928, 5.460, -0.521], [0.352, 5.074, 0.428], [1.071, 2.750, 0.900], [-1.026, 0.193, 9.435], [-0.856, 0.191, 7.560], [-2.001, 0.147, 6.774], [-1.873, 0.143, 5.398], [-0.609, 0.185, 4.816], [0.532, 0.230, 5.616], [0.411, 0.233, 6.992], [-0.477, 0.181, 3.354], [-1.501, 0.125, 2.602], [0.669, 0.229, 2.793], [-2.976, 0.116, 7.239], [-2.751, 0.109, 4.768], [1.508, 0.263, 5.152], [1.286, 0.268, 7.625]],
  "spin_multiplicity": 5,
  "charge": 1,
  "homo_ev": [-11.29, -11.41],
  "energy_ha": -5103.10627,
  "e_lumo_ev": [-3.5, -6.2],
  "s_squared": 6.03,
  "relative_energy_kj_mol": 0.0
}